[1]
{
  "formula": "C5H10O2",
  "method": "ωB97M-V/def2-TZVPD",
  "max_force_ha_per_bohr": 0.02066,
  "de_lowest_kj_mol": 179.2,
  "total_charge": 0,
  "lumo_energy_ev": 0.93,
  "gap_ev": 10.549,
  "smiles": "COC(C)(C)C=O",
  "species": ["C", "O", "C", "C", "C", "C", "O", "H", "H", "H", "H", "H", "H", "H", "H", "H", "H"],
  "xyz": [[2.1431, 0.0025, 0.0124], [1.0231, 0.1372, 0.8635], [-0.2822, -0.0155, 0.2733], [-0.7719, 0.9465, -0.8498], [-1.2122, 0.1395, 1.4750], [-0.3724, -1.4276, -0.2730], [-1.0171, -1.6959, -1.2541], [2.1669, -0.9671, -0.5096], [3.0547, 0.0743, 0.6205], [2.1586, 0.8045, -0.7314], [-0.1802, 0.8978, -1.7725], [-0.7602, 1.9642, -0.4581], [-1.8158, 0.7502, -1.1910], [-1.1341, 1.1714, 1.8342], [-2.2365, -0.0521, 1.1538], [-0.9545, -0.5275, 2.3038], [0.1911, -2.2042, 0.2891]],
  "forces_ev_per_angstrom": [[0.0987, 0.0522, -0.3320], [-0.2995, 0.3582, -0.3453], [-0.2663, -0.1280, -0.0247], [0.2243, 0.3164, 0.0019], [-0.1927, -0.0070, -0.0312], [-0.2668, -0.1502, -0.2263], [0.1793, -0.3400, 0.2279], [-0.0789, 0.1588, 0.0652], [-0.4044, 0.0156, -0.0352], [0.0804, -0.0572, -0.0573], [0.1110, -0.0182, 0.3507], [0.1417, 0.0737, -0.0856], [0.7999, -0.2386, 0.6574], [-0.0348, -0.1815, -0.0529], [-0.0422, 0.0315, 0.1419], [0.0452, 0.0217, -0.2439], [-0.0949, 0.0927, -0.0106]]
}

---

[2]
{
  "formula": "C26H26AsBN4S3Tc",
  "method": "ωB97M-V/def2-TZVPD",
  "max_force_ha_per_bohr": 0.03525,
  "de_lowest_kj_mol": 58.5,
  "spin_multiplicity": 2,
  "total_charge": 2,
  "lumo_energy_ev": [-8.20, -7.51],
  "gap_ev": [6.080, 6.735],
  "s2": 0.873,
  "species": ["Tc", "S", "C", "C", "C", "C", "C", "C", "As", "C", "C", "C", "C", "C", "C", "C", "C", "C", "C", "C", "C", "H", "H", "H", "H", "H", "H", "H", "H", "H", "H", "H", "H", "H", "H", "C", "N", "C", "C", "N", "B", "N", "C", "C", "N", "C", "C", "S", "C", "S", "H", "H", "H", "H", "H", "H", "H", "H", "H", "H", "H", "H"],
  "xyz": [[1.1687, -0.4057, 0.5632], [2.3829, 1.0944, -0.5258], [1.6333, 1.6107, -2.0091], [2.4062, 2.3446, -2.9133], [1.8530, 2.6996, -4.1365], [0.5503, 2.3316, -4.4473], [-0.2303, 1.6161, -3.5339], [0.3138, 1.2743, -2.3162], [-0.6221, 0.3494, -0.9389], [-1.4938, 1.7133, 0.0780], [-1.1839, 3.0484, -0.1451], [-1.7455, 4.0231, 0.6699], [-2.6004, 3.6576, 1.7005], [-2.9058, 2.3184, 1.9200], [-2.3476, 1.3363, 1.1134], [-1.9507, -0.6753, -1.8107], [-1.5438, -1.7697, -2.5679], [-2.4757, -2.4642, -3.3222], [-3.8065, -2.0582, -3.3170], [-4.2026, -0.9569, -2.5713], [-3.2735, -0.2519, -1.8139], [3.4269, 2.6108, -2.6686], [2.4431, 3.2569, -4.8522], [0.1305, 2.6012, -5.4081], [-1.2494, 1.3463, -3.7807], [-0.5272, 3.3392, -0.9553], [-1.5213, 5.0670, 0.4923], [-3.0362, 4.4205, 2.3327], [-3.5808, 2.0409, 2.7197], [-2.5926, 0.2956, 1.2919], [-0.5015, -2.0581, -2.6076], [-2.1651, -3.3109, -3.9215], [-4.5345, -2.5959, -3.9107], [-5.2369, -0.6384, -2.5797], [-3.5900, 0.6081, -1.2409], [-0.3974, -4.2866, -0.6495], [-0.2704, -3.5593, 0.6201], [-1.1698, -3.5951, 1.6526], [-0.6348, -2.8822, 2.6772], [0.6049, -2.4261, 2.2821], [1.7265, -2.1200, 3.3994], [2.6439, -0.9069, 2.9690], [4.0099, -0.9105, 3.1234], [4.4422, 0.3739, 3.0377], [3.3374, 1.1570, 2.8094], [3.3272, 2.6201, 2.6614], [2.2491, 0.3649, 2.7823], [0.6115, 0.8560, 2.4545], [0.8017, -2.8411, 1.0073], [2.1892, -2.4201, 0.0331], [-1.4517, -4.4366, -0.8593], [0.1116, -5.2442, -0.5694], [0.0586, -3.7023, -1.4376], [-2.1011, -4.1334, 1.5783], [-1.0093, -2.6888, 3.6679], [2.4270, -3.0947, 3.4775], [1.1252, -1.8350, 4.3998], [4.5538, -1.8219, 3.3012], [5.4303, 0.7941, 3.1245], [4.3569, 2.9552, 2.5862], [2.8517, 3.0746, 3.5261], [2.7849, 2.8900, 1.7578]],
  "forces_ev_per_angstrom": [[1.1987, 1.3591, 0.0357], [-0.2780, -1.1054, 0.5172], [-0.0461, 0.3445, -0.6153], [-0.1408, -0.1083, 0.1174], [-0.0773, -0.0382, 0.0453], [-0.1230, -0.0585, 0.0173], [0.1030, 0.2686, -0.2818], [0.3464, -0.0957, 0.0734], [0.1460, 0.1276, 0.3326], [-0.0903, 0.0480, 0.0676], [-0.0981, 0.0920, 0.0074], [-0.0142, -0.0386, 0.0100], [0.0051, -0.0001, 0.0008], [0.0090, -0.0221, -0.0152], [-0.0792, 0.2120, 0.0572], [-0.0762, -0.1897, -0.1222], [-0.1340, -0.0333, -0.1599], [-0.0275, 0.0135, 0.0290], [0.0168, -0.0175, -0.0258], [0.0102, 0.0220, 0.0404], [-0.1711, -0.2034, -0.0487], [-0.0116, 0.0007, -0.0088], [-0.0137, -0.0199, 0.0221], [0.0122, 0.0023, 0.0306], [-0.0072, -0.0175, -0.0155], [0.0108, -0.0007, 0.0066], [-0.0025, -0.0232, 0.0128], [-0.0017, -0.0286, -0.0101], [0.0196, 0.0023, -0.0218], [0.0325, -0.0474, -0.0179], [0.0692, 0.0465, 0.0050], [-0.0220, 0.0273, 0.0002], [0.0122, 0.0086, 0.0217], [0.0223, -0.0070, -0.0113], [0.0189, 0.0532, 0.0208], [0.0342, 0.0300, 0.3013], [-0.1287, -0.0983, -0.3035], [0.0286, -0.0242, 0.0240], [0.1322, 0.0729, -0.0454], [0.0287, -0.0798, 0.0543], [-0.0315, -0.0605, -0.0933], [0.0599, -0.3017, 0.2110], [-0.2307, -0.0904, -0.0210], [-0.1218, 0.2004, -0.0512], [0.2011, 0.3084, -0.0395], [0.0244, -0.2859, 0.0478], [-0.0140, 0.1381, -0.0669], [-0.1927, -0.3463, -0.0161], [-0.0328, -0.2665, 0.0495], [-0.3950, 0.0131, 0.1092], [-0.0046, 0.0131, -0.0174], [-0.0198, -0.0451, 0.0124], [0.0538, 0.0124, -0.0511], [0.0594, 0.0367, -0.0025], [0.0203, -0.0013, -0.0447], [-0.0815, 0.1555, -0.0263], [0.0852, 0.0071, -0.1451], [-0.0267, 0.0219, -0.0032], [-0.0379, -0.0134, -0.0088], [-0.0079, 0.0292, -0.0044], [0.0067, 0.0141, 0.0232], [-0.0275, -0.0126, -0.0090]]
}

---

[3]
{
  "formula": "C47H74N3O20",
  "method": "ωB97M-V/def2-TZVPD",
  "max_force_ha_per_bohr": 0.04848,
  "total_charge": 1,
  "lumo_energy_ev": -2.13,
  "gap_ev": 8.676,
  "species": ["C", "C", "N", "C", "N", "C", "C", "C", "C", "N", "H", "H", "H", "H", "H", "H", "H", "H", "H", "H", "H", "H", "H", "H", "O", "C", "O", "C", "C", "C", "H", "H", "H", "H", "H", "H", "O", "C", "O", "C", "C", "C", "H", "H", "H", "H", "H", "H", "O", "C", "O", "C", "C", "C", "H", "H", "H", "H", "H", "H", "O", "C", "O", "C", "C", "C", "H", "H", "H", "H", "H", "H", "O", "C", "O", "C", "C", "C", "H", "H", "H", "H", "H", "H", "O", "C", "O", "C", "C", "C", "H", "H", "H", "H", "H", "H", "O", "C", "O", "C", "C", "C", "H", "H", "H", "H", "H", "H", "O", "C", "O", "C", "C", "C", "H", "H", "H", "H", "H", "H", "O", "C", "O", "C", "C", "C", "H", "H", "H", "H", "H", "H", "O", "C", "O", "C", "C", "C", "H", "H", "H", "H", "H", "H"],
  "xyz": [[0.2924, 5.0128, -0.9150], [0.1026, 3.8555, -0.6289], [-0.1224, 2.4392, -0.2611], [1.1428, 1.9643, 0.4271], [1.4850, 0.5603, 0.1775], [1.8119, 0.2879, -1.2604], [-1.2905, 2.3260, 0.7066], [-2.5967, 2.6315, -0.1638], [-3.3634, 1.4672, -0.8699], [-3.0299, 3.8380, -0.2792], [0.6548, 6.0555, -1.0521], [-0.3434, 1.9529, -1.1442], [0.9463, 2.0564, 1.5405], [1.9880, 2.6930, 0.2139], [2.3742, 0.4198, 0.6787], [0.9864, -0.3791, -1.6612], [2.8056, -0.2002, -1.4287], [1.7516, 1.2772, -1.8188], [-1.3646, 1.3177, 1.1921], [-1.1455, 3.1668, 1.4512], [-2.6770, 0.6539, -1.2715], [-4.0934, 0.9557, -0.1736], [-3.9649, 1.8767, -1.7306], [-2.3745, 4.4196, 0.2707], [-1.6191, -1.7676, -2.5466], [-1.4842, -1.9218, -1.3658], [-1.5725, -0.9077, -0.4574], [-1.2520, -1.4140, 0.8510], [-1.4959, -2.9030, 0.7736], [-1.1517, -3.2183, -0.6709], [-0.2083, -1.1749, 1.0708], [-1.8895, -0.9345, 1.5962], [-0.9121, -3.4709, 1.4981], [-2.5537, -3.1152, 0.9523], [-0.0875, -3.4280, -0.7999], [-1.7541, -4.0371, -1.0609], [-1.7058, -4.7031, -8.1587], [-1.6635, -3.9174, -7.2500], [-0.5046, -3.4513, -6.7100], [-0.8085, -2.6200, -5.5789], [-2.2321, -2.1650, -5.7886], [-2.8489, -3.3439, -6.5164], [-0.6934, -3.2139, -4.6703], [-0.1124, -1.7805, -5.5437], [-2.7406, -1.9075, -4.8602], [-2.2484, -1.2839, -6.4378], [-3.2327, -4.0915, -5.8255], [-3.6257, -3.0269, -7.2113], [-1.7984, 6.1312, 1.2941], [-2.8302, 6.4169, 1.8556], [-4.0512, 6.2920, 1.2925], [-5.0477, 6.8184, 2.1862], [-4.4109, 6.7712, 3.5578], [-2.9468, 6.9956, 3.2419], [-5.2924, 7.8373, 1.8741], [-5.9487, 6.2080, 2.1311], [-4.8264, 7.5003, 4.2510], [-4.5423, 5.7806, 3.9937], [-2.6936, 8.0579, 3.2068], [-2.2991, 6.4691, 3.9418], [-2.0785, -5.4367, -4.5893], [-1.7486, -6.5949, -4.5904], [-1.6076, -7.3390, -3.4662], [-1.0990, -8.6395, -3.8125], [-1.4556, -8.8286, -5.2709], [-1.3909, -7.4101, -5.8077], [-0.0196, -8.6475, -3.6439], [-1.5590, -9.3934, -3.1781], [-0.7959, -9.5252, -5.7880], [-2.4781, -9.2067, -5.3568], [-0.3831, -7.1416, -6.1320], [-2.1076, -7.2491, -6.6113], [0.9309, 4.2184, 6.6960], [1.7887, 3.8854, 5.9292], [2.9608, 3.2985, 6.3056], [3.8021, 3.1295, 5.1544], [2.8613, 3.1498, 3.9674], [1.7671, 4.0802, 4.4332], [4.5222, 3.9521, 5.1262], [4.3463, 2.1879, 5.2322], [3.3348, 3.4657, 3.0376], [2.4424, 2.1492, 3.8112], [1.9953, 5.1231, 4.2065], [0.8007, 3.7993, 4.0175], [3.8181, -2.2704, -11.0920], [2.7100, -2.3694, -10.6443], [2.2464, -1.6293, -9.6019], [0.9264, -2.0725, -9.2493], [0.3922, -2.7595, -10.4875], [1.6510, -3.3422, -11.1037], [1.0031, -2.7522, -8.3988], [0.3163, -1.2148, -8.9624], [-0.3758, -3.5023, -10.2695], [-0.0393, -2.0182, -11.1664], [1.8800, -4.3320, -10.7035], [1.5918, -3.3715, -12.1902], [0.6638, -11.6573, -1.9140], [0.4723, -10.8819, -1.0211], [-0.3119, -9.7747, -1.1369], [-0.2394, -9.0085, 0.0742], [0.2021, -9.9892, 1.1407], [1.0813, -10.9475, 0.3576], [0.4806, -8.1978, -0.0691], [-1.2166, -8.5779, 0.2935], [0.7096, -9.5127, 1.9798], [-0.6660, -10.5256, 1.5332], [2.1158, -10.6021, 0.3059], [1.0336, -11.9581, 0.7586], [2.9135, 5.6057, 1.8073], [3.9577, 6.1167, 2.1181], [5.1116, 5.4244, 2.2923], [6.1379, 6.3130, 2.7656], [5.6880, 7.6965, 2.3482], [4.1757, 7.5796, 2.4141], [6.2140, 6.2100, 3.8514], [7.0932, 6.0402, 2.3182], [6.0957, 8.4889, 2.9755], [5.9960, 7.8914, 1.3176], [3.7924, 7.8014, 3.4127], [3.6897, 8.2063, 1.6687], [-3.4635, 4.8164, 5.7221], [-3.6089, 5.5848, 6.6343], [-4.3608, 6.7192, 6.5585], [-4.2288, 7.4582, 7.7843], [-3.7909, 6.4430, 8.8183], [-2.9661, 5.4730, 7.9932], [-3.4870, 8.2477, 7.6362], [-5.1846, 7.9154, 8.0397], [-3.2451, 6.8858, 9.6514], [-4.6652, 5.9275, 9.2248], [-1.9222, 5.7857, 7.9191], [-3.0358, 4.4567, 8.3763], [1.4398, -3.0757, 3.3345], [2.4768, -2.5710, 3.6655], [3.6333, -3.2602, 3.8326], [4.6499, -2.3807, 4.3358], [4.1979, -0.9882, 3.9491], [2.6857, -1.1131, 3.9997], [4.7174, -2.5103, 5.4190], [5.6101, -2.6382, 3.8897], [4.5974, -0.2097, 4.5997], [4.5142, -0.7665, 2.9255], [2.2934, -0.9178, 5.0000], [2.2022, -0.4697, 3.2652]],
  "forces_ev_per_angstrom": [[0.6679, -0.3445, 0.5600], [-0.3425, -0.4612, -0.0795], [0.6406, 1.9667, 0.0056], [1.8947, -0.1612, 1.6121], [0.7974, 0.5963, -0.4885], [-1.2979, 0.3071, -0.7149], [-2.1854, 0.7370, -0.3466], [-0.9465, 0.1095, -0.0469], [0.2766, -0.2382, -0.3551], [1.5186, -1.7013, 0.5563], [-0.8088, -1.4156, 0.0619], [0.2138, -0.3027, 0.3812], [0.0773, 0.0596, -1.3279], [-1.1630, -0.6963, -0.2577], [-0.8067, 0.0340, 0.1215], [1.1359, 0.7039, 0.2015], [-0.9301, 0.5485, 0.3115], [0.4234, -1.2416, 0.2551], [0.6073, 0.8837, -0.6855], [-0.1109, -1.1232, -0.7551], [-0.9225, 1.2561, 0.5658], [0.9003, 0.6092, -0.5312], [0.6826, -0.2097, 1.0368], [-0.6805, 0.4822, -0.3563], [-0.0525, 0.6364, 0.3725], [0.2586, -0.6076, -0.6789], [0.2714, -0.2002, -0.1635], [0.1786, -0.0295, 0.6075], [-0.0850, -0.4857, 0.3358], [-0.3715, 0.0115, 0.4604], [-0.0541, -0.0038, -0.0738], [-0.0403, 0.1216, -0.1900], [0.0073, 0.1545, 0.0100], [0.0743, 0.0233, 0.0030], [-0.0516, -0.0341, -0.1336], [0.2527, 0.0580, -0.2908], [0.5312, 0.2550, 0.1212], [-0.4740, -0.6217, -0.0457], [-0.2273, -0.1898, -0.3112], [0.2554, 0.2068, 0.5143], [-0.4623, 0.3680, 0.1821], [-0.1099, 0.6199, -0.1222], [-0.0656, 0.0031, -0.0839], [0.1289, -0.1792, -0.1628], [0.1542, -0.0448, -0.0027], [0.0310, -0.0266, 0.0524], [0.0228, -0.0037, -0.1806], [0.0318, -0.2838, -0.0596], [-0.3113, -0.3444, -0.2077], [0.1653, 0.4127, 0.0457], [0.6847, -0.1034, -0.0157], [-0.4852, 0.2089, 0.2088], [-0.3299, 0.0758, 0.1878], [-0.2906, -0.2217, 0.2802], [0.0595, -0.0614, -0.0895], [0.1508, -0.0288, -0.2510], [-0.0306, -0.0615, -0.1159], [0.0100, 0.1442, -0.0260], [0.1434, -0.0582, -0.0404], [0.1815, 0.1576, -0.1550], [0.0691, -0.3671, 0.6524], [0.2124, 0.3321, -0.2449], [-0.1857, 0.4954, -0.2205], [0.0783, -0.5940, -0.0445], [-0.0004, -0.2502, -0.3172], [-0.2903, -0.4816, 0.0073], [-0.0666, 0.0192, 0.0317], [0.0691, 0.2604, 0.1142], [-0.0110, 0.0211, 0.1145], [0.0819, -0.0063, 0.0233], [-0.0953, 0.1437, -0.0694], [0.2369, 0.3370, -0.0337], [0.4378, -0.2852, 0.0839], [-0.4720, 0.4152, 0.2588], [-0.2801, 0.0437, -0.0307], [0.2434, -0.1030, -0.0860], [0.1413, -0.2115, -0.5914], [0.0567, -0.3388, -0.2067], [-0.0262, -0.0247, -0.0094], [-0.0313, 0.1019, 0.2473], [0.0632, 0.0141, 0.1202], [0.0705, -0.0197, 0.0735], [-0.1701, -0.0183, -0.0228], [-0.1022, 0.3814, 0.1695], [-0.2323, 0.3352, 0.3483], [0.6014, -0.3383, -0.2693], [0.2087, 0.0407, -0.2670], [-0.2642, -0.0596, 0.2664], [-0.4862, -0.2202, -0.1956], [-0.4991, 0.2659, -0.0240], [0.0056, 0.0385, -0.0767], [0.2345, 0.0671, 0.0485], [0.0548, 0.0688, 0.1112], [0.0300, -0.0295, 0.0564], [0.0783, 0.0187, -0.0997], [0.2982, -0.1776, 0.0742], [-0.3985, 0.4409, -0.0183], [0.5398, -0.5207, -0.3515], [0.0911, -0.2634, 0.0949], [-0.1425, 0.3322, 0.2202], [0.0630, -0.0323, 0.4775], [-0.3718, 0.1237, 0.4155], [-0.0113, -0.0398, -0.0244], [0.0252, -0.0246, -0.2586], [-0.0599, 0.0448, -0.0757], [0.0458, 0.0723, -0.0216], [0.0044, -0.1383, -0.0582], [0.2578, -0.0138, -0.2436], [0.4438, -0.3324, -0.0966], [-0.5195, 0.1218, 0.0931], [-0.4760, -0.0481, -0.1417], [0.5308, 0.1345, 0.1623], [0.1461, 0.4367, -0.0327], [0.4388, 0.1561, -0.2458], [-0.0415, -0.0237, -0.0435], [-0.1641, -0.2190, 0.0164], [0.0215, -0.1090, -0.0092], [0.0152, -0.0182, 0.0886], [-0.1274, -0.0031, -0.0797], [-0.2714, -0.1086, 0.2104], [-0.3113, 0.3364, 0.0381], [0.4445, -0.3449, -0.1596], [0.1968, -0.4668, -0.0182], [-0.1230, 0.3838, 0.3044], [0.0390, -0.0506, 0.4661], [-0.3455, 0.1312, 0.3838], [-0.0170, -0.0491, -0.0341], [0.0186, -0.0267, -0.2678], [-0.0586, 0.0469, -0.0816], [0.0455, 0.0789, -0.0152], [0.0157, -0.1732, -0.0753], [0.2678, -0.0187, -0.2522], [0.3845, -0.1212, -0.1314], [-0.5971, -0.2149, 0.1266], [-0.3639, 0.1448, -0.1696], [0.4446, 0.0062, 0.1580], [0.1203, 0.4887, -0.0149], [0.4736, 0.2282, -0.1683], [-0.0329, -0.0050, -0.0493], [-0.1553, -0.2082, 0.0168], [0.0409, -0.1154, -0.0019], [0.0419, -0.0289, 0.0745], [-0.1235, -0.0027, -0.0846], [-0.2974, -0.1265, 0.1805]]
}